<a>
Below is the ion C3H9N4 with charge +1, with properties calculated with the ωB97M-V functional and the def2-TZVPD basis.

Positions of all 16 atoms, in Å:
N 0.84 0.44 0.24
H -2.04 -2.08 -0.35
N 1.88 0.16 -0.52
C -1.46 -1.13 -0.46
H 2.73 0.62 -0.33
H -3.08 -0.11 0.19
H -0.18 2.25 1.06
N 0.28 -0.63 0.98
H 0.25 2.26 -0.72
C -1.98 0.10 -0.02
N -1.46 1.32 -0.01
C -0.05 1.55 0.10
H -0.61 -1.29 -1.06
H 0.02 -0.44 1.90
H 0.70 -1.51 0.97
H 1.86 -0.12 -1.49

As for the spin multiplicity: 1. The LUMO energy (spin up / spin down) is -6.0683 / -6.4035 eV. The net charge is +1. The HOMO-LUMO gap (spin up / spin down) comes out at 7.6 / 7.1 eV.

<b>
Below is the ion C3H9N4 with charge +1, with properties calculated with the ωB97M-V functional and the def2-TZVPD basis.

Positions of all 16 atoms, in Å:
C -0.08 1.38 -0.44
N 0.79 -0.53 0.39
H -1.15 -1.35 -1.35
H -0.31 2.46 -0.46
H 2.32 -1.77 -0.46
H -1.46 1.32 1.07
H -1.87 -0.71 1.35
N -1.32 0.82 0.16
N -1.52 -0.53 0.38
H 1.14 1.33 1.27
H 2.10 1.11 -0.19
H -0.08 1.25 -1.57
H 0.60 -2.50 0.07
C 1.27 -1.61 -0.04
C 1.09 0.81 0.26
N -1.52 -1.49 -0.43

As for the spin multiplicity: 1. The LUMO energy (spin up / spin down) is -5.2320 / -5.2314 eV. The net charge is +1. The HOMO-LUMO gap (spin up / spin down) comes out at 8.6 / 8.6 eV.

<c>
Below is a structure of composition C3H9N4, with properties calculated with the ωB97M-V functional and the def2-TZVPD basis.

Positions of all 16 atoms, in Å:
H -2.70 0.74 0.72
N -1.20 0.23 -0.53
H -0.40 1.94 0.14
H -1.57 -0.14 -1.50
N -0.67 1.43 -0.70
H 0.43 -1.43 0.73
H 0.07 -1.81 -1.25
N 1.33 -0.21 -0.69
H 3.73 0.58 1.34
H -2.57 -1.00 0.46
H -1.44 -0.04 1.61
N 3.39 0.16 0.57
C 2.38 0.02 0.00
H 1.05 0.67 -1.12
C 0.23 -1.07 -0.35
C -2.06 -0.06 0.58

As for the spin multiplicity: 1. The LUMO energy (spin up / spin down) is -3.6430 / -3.6431 eV. The net charge is +1. The HOMO-LUMO gap (spin up / spin down) comes out at 8.9 / 8.9 eV.

What are the relative energies? In hartree: <a> 0.0472; <b> 0.0000; <c> 0.0311.

<a>
Below is the molecule C3H3BrO2, with properties calculated with the ωB97M-V functional and the def2-TZVPD basis.

Positions of all 9 atoms, in Å:
H 0.96 -1.54 -0.06
H -0.77 -1.21 -0.93
H -1.11 0.66 0.91
C 0.70 1.51 -0.29
Br -0.91 -2.13 1.37
C -0.03 -1.20 -0.10
O -0.40 1.38 -0.92
O 1.83 1.93 -0.34
C -0.26 0.60 0.36

As for the spin multiplicity: 1. The LUMO energy is 0.6155 eV. The net charge is 0. The HOMO-LUMO gap comes out at 10.8 eV.

<b>
Below is a cluster of 2 separate species, C3H3BrO2 in total, with properties calculated with the ωB97M-V functional and the def2-TZVPD basis.

Positions of all 9 atoms, in Å:
H 0.51 2.57 0.27
C 1.89 0.89 -0.34
Br -2.30 0.58 0.30
C 1.21 1.79 0.00
O -1.18 -1.39 -1.14
H -0.28 -2.21 0.85
O -0.73 -1.35 1.03
H 2.15 0.06 -0.93
C -1.27 -0.94 -0.05

As for the spin multiplicity: 1. The LUMO energy is 0.3947 eV. The net charge is 0. The HOMO-LUMO gap comes out at 11.1 eV.

<c>
Below is the molecule C3H3BrO2, with properties calculated with the ωB97M-V functional and the def2-TZVPD basis.

Positions of all 9 atoms, in Å:
H -1.62 -0.12 0.61
O 1.95 -0.92 -0.83
H 1.27 0.36 -2.19
C -0.01 0.42 -0.52
H -0.08 -0.03 1.82
O -0.42 1.51 0.13
C -0.56 0.19 0.77
C 1.23 -0.07 -1.26
Br -1.47 0.18 -2.19

As for the spin multiplicity: 1. The LUMO energy is -0.6541 eV. The net charge is 0. The HOMO-LUMO gap comes out at 9.7 eV.

What are the relative energies? In hartree: <a> 0.0288; <b> 0.0000; <c> 0.0246.

<a>
Below is a cluster of 2 separate species, C2H9N3O in total, with properties calculated with the ωB97M-V functional and the def2-TZVPD basis.

Positions of all 15 atoms, in Å:
N 0.67 -0.04 1.24
H -2.46 -1.51 -1.11
H 0.27 -0.91 1.57
C 1.65 0.32 1.98
H -2.95 -0.03 -2.00
H -0.93 0.13 -0.08
N -1.03 -0.80 -2.33
N 2.69 1.05 1.47
O -1.84 0.30 -0.36
H -0.58 0.03 -2.69
H 1.55 0.27 3.07
H 2.43 1.44 0.56
H -0.39 -1.48 -1.95
C -2.15 -0.54 -1.47
H 3.05 1.77 2.09

As for the spin multiplicity: 1. The LUMO energy is 0.8497 eV. The net charge is 0. The HOMO-LUMO gap comes out at 10.0 eV.

<b>
Below is a cluster of 2 separate species, C2H9N3O in total, with properties calculated with the ωB97M-V functional and the def2-TZVPD basis.

Positions of all 15 atoms, in Å:
C -0.70 -1.02 -1.56
H -0.78 2.23 1.66
H 0.92 -1.14 1.86
H -1.22 0.79 0.77
O -0.57 2.26 -0.42
N 0.99 -1.51 -0.14
N 1.52 -1.44 1.08
H 0.65 1.35 1.07
H 0.04 -1.35 -2.29
H -0.94 0.03 -1.73
C -0.51 1.61 0.80
H -1.62 -1.61 -1.66
N -0.21 -1.15 -0.21
H 0.08 2.97 -0.42
H 2.34 -2.01 1.20

As for the spin multiplicity: 1. The LUMO energy is 1.0244 eV. The net charge is 0. The HOMO-LUMO gap comes out at 10.0 eV.

<c>
Below is a cluster of 3 separate species, C2H9N3O in total, with properties calculated with the ωB97M-V functional and the def2-TZVPD basis.

Positions of all 15 atoms, in Å:
C 0.69 0.00 -0.72
H 0.09 0.34 -1.57
H 0.04 -0.65 -0.18
N 1.84 -0.73 -0.97
C -1.81 1.42 0.07
N -2.17 0.16 -0.22
O 1.56 -1.79 1.29
H 1.40 -2.61 1.78
H 2.62 -0.24 -0.73
H 1.71 -1.53 -0.25
H -2.27 2.34 -0.35
H -2.98 -0.16 -0.54
H 0.85 0.89 -0.10
N -0.93 1.71 1.01
H -0.65 0.86 1.48

As for the spin multiplicity: 1. The LUMO energy is -4.5192 eV. The net charge is 0. The HOMO-LUMO gap comes out at 3.9 eV.

What are the relative energies? In hartree: <a> 0.0000; <b> 0.0684; <c> 0.2854.